Density functional theory data (wB97M-V/def2-TZVPD) for 2 unconnected molecules or ions with the total composition CH5P3.

Values from the calculation:
* ΔE to the lowest compared entry with this formula, charge and spin: 74.2 kJ/mol
* highest occupied orbital energy (alpha / beta): -0.295 / -0.341 hartree
* spin multiplicity: 3

The geometry in XYZ format:
```
9
Properties=species:S:1:pos:R:3:forces:R:3:mulliken_spin:R:1
C -1.8097 -1.1944 0.1685 2.77 1.48 -1.81 0.8571
P 3.4084 -0.7564 -0.0179 -0.61 0.39 0.00 0.9230
P 1.4820 -0.2577 -0.0620 0.74 -0.77 -0.06 -0.0345
P 1.2766 1.9383 0.0531 -1.50 -0.02 2.32 0.1363
H -1.3695 -0.1817 0.2943 -1.30 -0.50 0.81 0.0695
H -2.4801 -1.7088 0.8136 -0.20 -0.24 0.17 0.0358
H -1.0864 -1.5721 -0.6042 -1.49 -0.82 0.85 0.0220
H 0.7765 1.9739 -1.1952 -0.48 0.11 -1.78 -0.0055
H -0.1979 1.7590 0.5500 2.07 0.37 -0.50 -0.0037
```
Positions in Å, forces in eV/Å.